# 1
The following is a quantum chemistry calculation of 40 unconnected molecules or ions with the total composition H80O40 in a non-equilibrium geometry, from OMol25.

Summary:
2S+1 = 1
calculated total energy = -83189.174 eV
HOMO-LUMO gap = 9.4 eV
relative energy (zero: lowest compared OMol25 entry of this formula, charge and spin) = 383.8 kcal/mol
F_max = 0.161 Eh/bohr

Last column: Mulliken charge in e.
Positions of all 120 atoms, in Å:
H 0.0577 6.1945 2.0269  0.30
H 0.1511 6.8942 0.7347  0.31
O 0.8014 6.4416 1.3844  -0.60
H -3.7521 -1.3519 4.3556  0.30
H -3.6628 -2.9742 4.5502  0.32
O -4.2559 -2.1036 4.4548  -0.61
H 1.7823 4.7168 -2.3016  0.22
H 0.7937 4.0035 -3.3502  0.19
O 1.0903 4.1350 -2.5158  -0.41
H -1.2828 -0.8251 -4.1922  0.25
H 0.0422 -0.2886 -3.6812  0.19
O -0.4618 -0.3774 -4.4457  -0.65
H 2.9415 0.8870 5.0578  0.23
H 3.8796 1.6228 4.1710  0.22
O 3.2668 0.9259 4.1580  -0.54
H -3.7234 -1.2929 -3.6214  0.34
O -4.3327 -0.7312 -3.9867  -0.76
H 5.5101 1.0132 0.9800  0.33
O 4.7115 1.0131 1.5112  -0.60
H -0.0833 0.2418 -0.6869  -0.12
H -0.6319 -0.9486 0.1505  0.02
O 0.0280 -0.2973 0.1628  0.52
H -0.4795 -2.2514 1.7751  0.09
H -1.5414 -1.7459 2.4733  0.16
O -0.7163 -1.8646 2.6763  -0.17
H 0.3920 -5.8583 -0.2445  0.29
H 1.0161 -5.0798 -1.4868  0.31
O 0.2703 -5.5881 -1.2359  -0.59
H -1.5361 1.6252 2.0499  0.44
H -1.0581 1.9493 3.5198  0.40
O -1.8533 1.8316 2.8561  -0.75
H -2.5128 -4.1279 1.5877  0.14
O -1.8265 -4.6597 1.1594  -0.53
H 2.0692 -4.1037 1.2548  0.23
H 3.5217 -3.9363 1.4726  0.51
O 2.8232 -4.6098 1.4020  -0.71
H 0.9127 2.8723 2.2674  0.38
H -0.6283 3.4791 2.0364  -0.04
O 0.0828 3.2735 2.6379  -0.61
H 2.9152 1.0766 -1.1769  0.16
H 2.1216 0.0726 -0.3514  -0.18
O 2.3384 0.9378 -0.4305  -0.04
H -4.7798 0.6114 0.2058  0.15
H -3.3706 1.1462 0.0638  0.38
O -4.3338 1.3848 0.0629  -0.62
H -4.9016 -2.1923 -3.0176  0.45
H -5.1992 -2.0960 -1.8257  0.03
O -4.4243 -2.3976 -2.0726  -0.46
H 1.2941 -3.1029 -4.0775  0.17
H 1.0858 -4.6537 -3.6270  0.34
O 1.3391 -3.6394 -3.2575  -0.59
H 3.4374 1.1140 -4.8081  0.29
O 4.1510 0.7902 -4.3067  -0.60
H 1.3184 -1.8233 -6.3455  0.27
H 1.1270 -1.3809 -5.0723  0.41
O 1.8347 -1.8191 -5.5845  -0.61
H -4.2616 -4.7913 -1.0757  0.24
O -3.6912 -4.7912 -1.8100  -0.67
H 0.6998 -1.7504 -2.3514  0.03
H 1.7376 -0.6069 -2.9643  0.01
O 1.6184 -1.4105 -2.6211  -0.23
H 0.7406 -2.9284 -1.2064  0.12
H -0.7661 -2.4986 -0.9823  -0.42
O -0.1017 -3.0293 -0.5353  0.26
H -2.2825 -3.1140 -0.0095  0.27
H -3.7601 -2.6013 -0.3866  0.12
O -2.8235 -2.3889 -0.1827  -0.17
H 3.3618 -1.8027 1.2464  0.35
H 4.2444 -2.4324 2.5377  0.31
O 4.1485 -2.3275 1.6007  -0.75
H 0.6332 2.4141 4.5271  0.26
H 0.3984 1.4599 5.6663  0.47
O 0.9965 1.9434 5.2129  -0.57
H -0.2917 2.2659 -2.0966  -0.04
H 0.0941 2.2565 -0.7281  0.01
O -0.6731 1.9715 -1.2856  0.26
H -0.0876 5.1740 -0.1713  0.27
H -1.3099 4.7424 -0.8521  0.17
O -1.0260 4.8250 -0.0289  -0.39
H 2.6347 5.9936 0.0390  0.30
H 3.2110 4.8816 -0.7864  0.28
O 2.5988 4.9293 -0.0718  -0.60
H -2.5583 3.1907 1.9751  0.44
H -2.2511 4.6109 1.5713  0.26
O -2.9586 3.9539 1.4850  -0.69
H -0.2238 2.3611 -6.0190  0.29
H -0.0549 1.1351 -5.1527  0.33
O 0.1785 2.1209 -5.1467  -0.60
H 3.2081 3.0238 2.3578  0.29
O 2.6991 3.8217 2.7721  -0.64
H -0.1681 -2.6863 4.7286  0.28
H -1.1609 -3.7458 4.0285  0.30
O -1.1280 -3.0784 4.7104  -0.61
H 3.9612 -0.1286 -4.3368  0.29
H -3.9828 0.0606 -3.5406  0.39
H -4.0361 -3.8701 -2.1569  0.46
H 3.8743 0.7433 0.9395  0.23
H -1.6962 -5.3630 1.7244  0.27
H 2.5602 4.4407 2.0807  0.27
O -6.3010 -1.8274 1.3243  -0.59
H -5.9476 -2.0260 2.0975  0.30
H -6.2146 -0.9053 1.1611  0.30
O -3.2959 1.6124 -1.9897  -0.54
H -2.5452 1.9428 -1.4131  0.10
H -4.2953 2.0187 -1.7776  0.36
O 2.3227 0.0196 1.8608  0.25
H 2.8629 0.3021 2.5694  0.23
H 1.6279 -0.4544 2.2255  -0.17
O 4.9579 2.9683 -0.0025  -0.69
H 4.5666 3.4444 0.6874  0.28
H 4.3170 2.2733 -0.3781  0.32
O -1.0589 0.5409 5.6717  -0.70
H -0.4682 -0.2686 5.6987  0.32
H -1.0694 0.5808 4.7343  0.28
O 4.9802 -0.7704 -1.2290  -0.51
H 5.8793 -1.0991 -0.8181  0.28
H 4.9621 -1.1864 -2.1302  0.25
O -1.5156 -1.9084 -2.4652  -0.49
H -1.7203 -2.8613 -2.2545  0.27
H -2.1082 -1.5024 -1.7741  0.11

Cartesian forces (eV/Å) of the 2 atoms listed first:
1.9664 0.0362 -0.6665
1.8976 -0.6811 1.1515

# 2
The following is a quantum chemistry calculation of a molecular structure, C4H8N2O in a non-equilibrium geometry, from OMol25.

Summary:
2S+1 = 1
calculated total energy = -9300.265 eV
HOMO-LUMO gap = 7.6 eV
relative energy (zero: lowest compared OMol25 entry of this formula, charge and spin) = 141.3 kcal/mol
F_max = 0.115 Eh/bohr

Last column: natural (NBO) charge in e.
Positions of all 15 atoms, in Å:
C -0.2671 -0.6718 -0.0479  0.12
C 0.8098 -1.6754 -0.3638  -0.64
C -0.4407 1.7095 0.2436  0.62
C 0.5235 0.8927 -0.4618  -0.14
O -1.3758 -0.8709 -0.8601  -0.71
N -1.3411 2.1346 0.9385  -0.71
N 1.4667 1.4656 0.3380  -0.83
H -2.0968 -0.2870 -0.5968  0.47
H -0.5183 -0.6465 1.0218  0.15
H -2.0641 1.5537 1.3651  0.43
H 1.5182 1.2415 1.3262  0.35
H 0.5746 0.9168 -1.5455  0.23
H 1.7366 -1.3825 0.1265  0.23
H 0.9803 -1.7103 -1.4394  0.22
H 0.4943 -2.6701 -0.0444  0.22

Cartesian forces (eV/Å) of the 2 atoms listed first:
2.1404 1.5102 -0.9121
-0.4410 -0.2870 0.0616

# 3
The following is a quantum chemistry calculation of a molecular structure, C17H30AuClN4, from OMol25.

Summary:
2S+1 = 1
calculated total energy = -40275.686 eV
HOMO-LUMO gap = 6.8 eV
net charge = +2
F_max = 0.008 Eh/bohr

Last column: natural (NBO) charge in e.
Positions of all 53 atoms, in Å:
Au -0.1400 0.1997 0.4510  1.22
C -0.9528 0.0123 -2.4679  -0.45
C -2.0036 0.8989 -1.8071  -0.23
N -1.6571 1.3585 -0.4161  -0.63
C -1.1512 2.7724 -0.4044  -0.24
C -0.6929 3.2492 0.9682  -0.25
N 0.4158 2.4587 1.5103  -0.70
C 1.7801 2.8721 1.1806  -0.23
C 2.8125 1.7127 1.2340  -0.44
C 2.4390 0.4240 1.9699  -0.23
N 1.6318 -0.5910 1.2092  -0.62
C 2.3210 -1.2466 0.0597  -0.25
C 2.2955 -0.4355 -1.2528  -0.25
N 1.2190 0.5899 -1.3256  -0.69
C 0.4432 0.6131 -2.6022  -0.23
H -1.3270 -0.2052 -3.4709  0.27
H -0.8924 -0.9529 -1.9539  0.23
H -2.9413 0.3493 -1.7478  0.24
H -2.1851 1.7870 -2.4156  0.22
H -2.5076 1.3335 0.1406  0.42
H -1.9442 3.4244 -0.7753  0.24
H -0.3320 2.8221 -1.1224  0.20
H -1.5276 3.1806 1.6692  0.22
H -0.4462 4.3125 0.8828  0.23
H 0.3120 2.3933 2.5138  0.39
H 2.1105 3.6761 1.8428  0.22
H 1.7720 3.3039 0.1766  0.20
H 3.7008 2.0868 1.7439  0.26
H 3.1720 1.4625 0.2345  0.20
H 1.8799 0.6344 2.8819  0.22
H 3.3618 -0.0811 2.2647  0.23
H 1.4338 -1.3335 1.8759  0.42
H 1.7965 -2.1899 -0.0956  0.24
H 3.3506 -1.4762 0.3418  0.23
H 2.1476 -1.1431 -2.0669  0.24
H 3.2599 0.0405 -1.4276  0.23
H 1.6417 1.5000 -1.1875  0.41
H 0.9985 0.0595 -3.3596  0.23
H 0.3850 1.6433 -2.9568  0.22
Cl -2.3535 -5.9165 -1.3722  0.09
C -2.0969 -4.4831 -0.4647  -0.02
C -2.9754 -3.4119 -0.6046  -0.21
C -2.7594 -2.2578 0.1219  -0.19
C -1.6755 -2.1505 1.0010  -0.12
C -1.4194 -0.8997 1.7268  -0.50
C -0.8202 -3.2505 1.1428  -0.20
C -1.0241 -4.4094 0.4199  -0.21
H -3.8253 -3.5028 -1.2667  0.25
H -3.4640 -1.4377 0.0357  0.21
H -0.8752 -1.0268 2.6609  0.22
H -2.3030 -0.2872 1.8932  0.22
H -0.0105 -3.2162 1.8649  0.21
H -0.3768 -5.2662 0.5456  0.25

Cartesian forces (eV/Å) of the 2 atoms listed first:
-0.0162 -0.3561 -0.1737
-0.0009 0.0362 -0.0230

# 4
The following is a quantum chemistry calculation of a molecular structure, C18H29ClNO4P2Pm in a non-equilibrium geometry, from OMol25.

Summary:
2S+1 = 5
calculated total energy = -76470.147 eV
HOMO-LUMO gap (spin up / spin down) = 7.7 / 7.6 eV
F_max = 0.034 Eh/bohr

Last column: Löwdin spin population.
Positions of all 56 atoms, in Å:
C -0.8561 1.2750 -4.6825  0.00
C -0.8786 0.7415 -3.3821  0.00
N -0.1086 1.2946 -2.4219  0.00
C 0.7595 2.2894 -2.6852  0.00
C 0.8462 2.8232 -3.9804  0.00
C 0.0168 2.3185 -4.9824  0.00
C -1.7776 -0.4693 -3.0647  0.00
P -2.3044 -0.5701 -1.2864  -0.01
Pm -0.0882 0.1211 -0.0344  4.04
P 2.0770 1.6629 -0.2216  0.00
C 1.6153 2.8908 -1.5410  0.00
O -0.5899 -3.2087 -3.3499  0.00
O 0.4635 -3.4616 -0.8605  0.00
H -1.5336 0.8473 -5.4042  0.00
H 1.5493 3.6247 -4.1411  0.00
H 0.0527 2.7392 -5.9914  0.00
C -3.6704 0.5363 -0.9223  0.00
C -2.7229 -2.2571 -0.8419  0.00
H 2.5657 3.3268 -1.8967  0.00
H 1.0149 3.6685 -1.0226  0.00
H -1.2564 -1.4490 -3.2995  0.00
H -2.7412 -0.4062 -3.6034  0.00
C 2.3208 2.5473 1.3337  0.00
C 3.6067 0.8304 -0.6745  0.00
H 0.8149 -2.4977 -0.9868  0.00
H 0.2371 -3.5397 0.0854  0.00
H -0.2338 -3.5239 -2.4779  0.00
H 0.1773 -3.2395 -3.9537  0.00
H -0.9627 1.8671 0.3670  -0.01
H 1.0240 -1.1896 -1.2608  -0.01
H -4.5596 0.1846 -1.4499  0.00
H -3.8473 0.5464 0.1638  0.00
H -3.4198 1.5662 -1.2067  0.00
H -3.5803 -2.5784 -1.4345  0.00
H -1.8745 -2.9323 -1.0078  0.00
H -2.9440 -2.3217 0.2309  0.00
H 4.4468 1.5284 -0.7122  0.00
H 3.8038 0.0376 0.0623  0.00
H 3.4664 0.3163 -1.6341  0.00
H 3.1805 3.2190 1.2746  0.00
H 1.4190 3.1138 1.5987  0.00
H 2.4730 1.8227 2.1460  0.00
Cl 0.5119 -0.3408 8.4140  0.00
C 0.3456 -0.6642 6.7519  0.00
C -0.0010 -1.9645 6.3427  0.00
C -0.1595 -2.2352 4.9861  0.00
C 0.0239 -1.2070 4.0768  0.00
C 0.3994 0.0971 4.4726  0.00
C 0.5534 0.3697 5.8236  0.00
C -0.1401 -1.4986 2.6387  0.00
O -0.5654 -2.5319 2.1092  0.00
O 0.2505 -0.4126 1.9973  -0.01
H -0.1577 -2.7562 7.0626  0.00
H -0.4262 -3.2099 4.5815  0.00
H 0.5619 0.8899 3.7338  0.00
H 0.8219 1.3693 6.1613  0.00

Cartesian forces (eV/Å) of the 2 atoms listed first:
0.1562 -0.1114 0.6440
0.0071 0.5290 -0.1817

# 5
The following is a quantum chemistry calculation of 2 unconnected molecules or ions with the total composition C6H12N2, from OMol25.

Summary:
2S+1 = 1
calculated total energy = -9396.731 eV
HOMO-LUMO gap = 9.5 eV
relative energy (zero: lowest compared OMol25 entry of this formula, charge and spin) = 2.7 kcal/mol
F_max = 0.016 Eh/bohr
structure (SMILES) = Cc1c[nH]cn1.CC

Last column: natural (NBO) charge in e.
Positions of all 20 atoms, in Å:
C 2.4029 -1.2517 1.6749  -0.61
C 2.1442 -2.5278 0.8636  -0.61
H 3.4676 -0.9954 1.7368  0.20
H 1.9122 -0.3948 1.2275  0.20
H 2.0575 -1.3473 2.7052  0.20
H 2.9549 -3.2557 0.9597  0.21
H 1.2667 -3.0453 1.2567  0.20
H 2.0118 -2.2656 -0.1898  0.21
C -2.2972 -0.7396 -1.2263  -0.64
C -0.6466 0.3356 0.4623  -0.13
C -1.3440 0.2797 -0.7075  0.09
C -0.3001 2.1469 -0.7242  0.17
N 0.0049 1.5438 0.4457  -0.52
N -1.1193 1.4250 -1.4415  -0.46
H -0.6375 -0.4155 1.2306  0.22
H 0.6862 1.8478 1.1210  0.42
H -1.9778 -1.7621 -1.0438  0.21
H -2.4313 -0.5525 -2.2899  0.23
H 0.0711 3.1183 -1.0159  0.20
H -3.2565 -0.6741 -0.7037  0.22

Cartesian forces (eV/Å) of the 2 atoms listed first:
0.5019 -0.0969 0.2162
0.0965 0.1166 0.2924

What did the second record say?
The following is a quantum chemistry calculation of a molecular structure, C4H8N2O in a non-equilibrium geometry, from OMol25.

Summary:
2S+1 = 1
calculated total energy = -9300.265 eV
HOMO-LUMO gap = 7.6 eV
relative energy (zero: lowest compared OMol25 entry of this formula, charge and spin) = 141.3 kcal/mol
F_max = 0.115 Eh/bohr

Last column: natural (NBO) charge in e.
Positions of all 15 atoms, in Å:
C -0.2671 -0.6718 -0.0479  0.12
C 0.8098 -1.6754 -0.3638  -0.64
C -0.4407 1.7095 0.2436  0.62
C 0.5235 0.8927 -0.4618  -0.14
O -1.3758 -0.8709 -0.8601  -0.71
N -1.3411 2.1346 0.9385  -0.71
N 1.4667 1.4656 0.3380  -0.83
H -2.0968 -0.2870 -0.5968  0.47
H -0.5183 -0.6465 1.0218  0.15
H -2.0641 1.5537 1.3651  0.43
H 1.5182 1.2415 1.3262  0.35
H 0.5746 0.9168 -1.5455  0.23
H 1.7366 -1.3825 0.1265  0.23
H 0.9803 -1.7103 -1.4394  0.22
H 0.4943 -2.6701 -0.0444  0.22

Cartesian forces (eV/Å) of the 2 atoms listed first:
2.1404 1.5102 -0.9121
-0.4410 -0.2870 0.0616

> Among the records above, which one has the lowest F_max?

C17H30AuClN4